Below is 9 unconnected molecules or ions with the total composition C10H14BCl25NO at a distorted geometry, with properties calculated with wB97M-V/def2-TZVPD.

Computed properties:
HOMO, eV: -2.347
Charge: -1
Multiplicity: 1
Electronic energy, eV: -327870.540

Bonds (Å) are listed after each position.
Positions of all 52 atoms, in Å:
1 C 3.07290 3.34861 -8.45468  C2 1.672, H7 1.182, H8 1.170, H9 1.191
2 C 2.44550 4.69688 -7.68954  C1 1.672, B3 1.675, H10 1.177, H11 1.181
3 B 0.80166 4.62629 -8.00230  C2 1.675, O4 1.479, N5 1.546
4 O 0.27645 5.02271 -9.32687  B3 1.479, H12 1.013
5 N -0.07090 4.08616 -6.84575  B3 1.546, Cl6 1.761
6 Cl -0.17786 2.34985 -7.12244  N5 1.761
7 H 3.62754 3.64777 -9.45466  C1 1.182
8 H 3.77040 2.75389 -7.72720  C1 1.170
9 H 2.18567 2.62663 -8.78603  C1 1.191
10 H 2.93721 5.69789 -8.06674  C2 1.177
11 H 2.68912 4.62332 -6.53636  C2 1.181
12 H 0.29358 4.16464 -9.86508  O4 1.013
13 C -3.89552 2.70069 -5.33219  Cl14 1.772, Cl15 1.772, Cl16 1.772, H17 1.093
14 Cl -4.68672 1.21843 -5.89474  C13 1.772
15 Cl -5.06273 4.03015 -5.23433  C13 1.772
16 Cl -3.12212 2.43488 -3.76036  C13 1.772
17 H -3.12220 2.97381 -6.05472  C13 1.093
18 C -6.50891 1.70569 -1.25945  Cl19 1.772, Cl20 1.772, Cl21 1.772, H22 1.093
19 Cl -7.73828 2.93893 -0.93182  C18 1.772
20 Cl -6.01743 1.75398 -2.96108  C18 1.772
21 Cl -5.10620 1.92890 -0.20019  C18 1.772
22 H -6.94282 0.72376 -1.05403  C18 1.093
23 C -0.43152 1.01094 -1.41193  Cl24 1.772, Cl25 1.772, Cl26 1.772, H27 1.093
24 Cl 0.16327 1.84839 -2.85570  C23 1.772
25 Cl 0.57102 1.40710 -0.00574  C23 1.772
26 Cl -2.12612 1.42757 -1.10501  C23 1.772
27 H -0.36804 -0.06595 -1.58776  C23 1.093
28 C 1.35786 -2.21853 2.34882  Cl29 1.772, Cl30 1.772, Cl31 1.772, H32 1.093
29 Cl 3.00490 -2.10376 1.70566  C28 1.772
30 Cl 0.92162 -0.73300 3.21041  C28 1.772
31 Cl 0.20244 -2.54395 1.04554  C28 1.772
32 H 1.32178 -3.05050 3.05676  C28 1.093
33 C 5.00665 -1.51104 5.23040  Cl34 1.772, Cl35 1.772, Cl36 1.772, H37 1.093
34 Cl 5.00954 0.19966 4.76883  C33 1.772
35 Cl 3.35188 -2.14353 5.26368  C33 1.772
36 Cl 6.01191 -2.45678 4.11933  C33 1.772
37 H 5.42863 -1.59742 6.23495  C33 1.093
38 C -1.03844 -3.91072 5.37547  Cl39 1.772, Cl40 1.772, Cl41 1.772, H42 1.093
39 Cl 0.63823 -4.01406 4.81185  C38 1.772
40 Cl -1.99485 -2.88046 4.29692  C38 1.772
41 Cl -1.75655 -5.52640 5.49091  C38 1.772
42 H -1.03977 -3.46126 6.37178  C38 1.093
43 C 0.45017 -7.42245 7.74999  Cl44 1.772, Cl45 1.772, Cl46 1.772, H47 1.093
44 Cl 0.86102 -9.03399 7.13868  C43 1.772
45 Cl -1.08822 -7.46383 8.62809  C43 1.772
46 Cl 1.74390 -6.80338 8.79041  C43 1.772
47 H 0.34174 -6.74782 6.89689  C43 1.093
48 C 0.81106 -0.09337 6.90143  Cl49 1.772, Cl50 1.772, Cl51 1.772, H52 1.093
49 Cl 2.07783 0.13894 8.11834  C48 1.772
50 Cl -0.38705 -1.26961 7.46748  C48 1.772
51 Cl 0.03216 1.44971 6.51197  C48 1.772
52 H 1.27460 -0.48436 5.99208  C48 1.093